(1)
Molecular formula: C43H45As2NO3Zn
Method: DFT, ωB97M-V/def2-TZVPD

Computed properties:
HOMO (eV): -8.4
E_LUMO (eV): 0.504
Gap between HOMO and LUMO (eV): 8.9
Largest force on an atom (hartree/bohr): 0.0104

```
! RIJCOSX wB97M-V def2-TZVPD def2/J DEFGRID3
* xyz 0 1
Zn 0.20 0.01 -0.30
O 1.86 -0.12 0.59
C 2.16 0.45 1.82
C 0.89 0.68 2.70
C -0.16 1.59 2.14
C -0.43 2.83 2.69
C -1.43 3.62 2.13
C -2.12 3.16 1.03
C -1.80 1.92 0.51
C -2.40 1.38 -0.75
C -1.48 1.64 -2.00
O -0.18 1.24 -1.74
C -2.02 0.85 -3.21
C -1.19 0.78 -4.33
C -1.58 0.07 -5.46
C -2.81 -0.57 -5.49
C -3.64 -0.50 -4.38
C -3.25 0.21 -3.25
C -1.53 3.14 -2.28
C -2.63 3.74 -2.89
C -2.69 5.12 -3.06
C -1.63 5.92 -2.63
C -0.53 5.33 -2.02
C -0.48 3.95 -1.86
N -0.86 1.16 1.08
C 2.84 1.82 1.64
C 3.62 2.39 2.64
C 4.15 3.66 2.49
C 3.91 4.39 1.33
C 3.14 3.82 0.32
C 2.61 2.55 0.48
C 3.11 -0.52 2.55
C 3.01 -0.88 3.89
C 3.89 -1.79 4.45
C 4.90 -2.36 3.69
C 5.02 -2.00 2.35
C 4.13 -1.10 1.79
H 1.21 1.11 3.65
H 0.45 -0.30 2.90
H 0.15 3.17 3.54
H -1.65 4.59 2.55
H -2.88 3.76 0.55
H -3.38 1.82 -0.92
H -2.53 0.30 -0.65
H -0.23 1.27 -4.29
H -0.92 0.03 -6.31
H -3.11 -1.12 -6.37
H -4.60 -1.00 -4.39
H -3.92 0.24 -2.40
H -3.45 3.13 -3.25
H -3.55 5.57 -3.54
H -1.67 6.99 -2.76
H 0.29 5.94 -1.68
H 0.37 3.48 -1.39
H 3.83 1.83 3.55
H 4.77 4.09 3.27
H 4.34 5.38 1.20
H 2.96 4.37 -0.60
H 2.02 2.11 -0.32
H 2.23 -0.46 4.51
H 3.79 -2.06 5.50
H 5.59 -3.07 4.13
H 5.80 -2.43 1.74
H 4.22 -0.83 0.74
C -1.76 -2.69 3.72
As -0.64 -2.68 2.13
C 0.57 -4.12 2.67
C -1.79 -3.72 0.92
C -2.74 -4.61 1.41
C -3.53 -5.35 0.55
C -3.38 -5.21 -0.82
C -2.43 -4.32 -1.32
C -1.63 -3.57 -0.46
As -0.29 -2.35 -1.19
C -0.58 -2.51 -3.10
C 1.31 -3.44 -1.00
H -1.86 -3.69 4.14
H -2.75 -2.29 3.49
H -1.29 -2.04 4.47
H 0.00 -5.02 2.92
H 1.14 -3.79 3.55
H 1.28 -4.34 1.87
H -2.86 -4.73 2.48
H -4.27 -6.04 0.95
H -3.99 -5.78 -1.50
H -2.33 -4.22 -2.39
H -0.38 -3.52 -3.43
H 0.12 -1.82 -3.58
H -1.59 -2.21 -3.36
H 1.04 -4.49 -1.07
H 1.79 -3.23 -0.04
H 2.00 -3.16 -1.80
O 2.07 -0.53 -2.14
H 1.60 0.27 -2.43
H 2.44 -0.30 -1.27
*
```



(2)
Molecular formula: CH2N2O2
Method: DFT, ωB97M-V/def2-TZVPD

Computed properties:
HOMO (alpha / beta) (eV): -10.1 / -10.5
E_LUMO (alpha / beta) (eV): -2.054 / -0.889
Gap between HOMO and LUMO (alpha / beta) (eV): 8.1 / 9.7
Largest force on an atom (hartree/bohr): 0.0476
Energy relative to the best compared isomer or geometry (same formula, charge and spin) (kcal/mol): 129.37

```
! RIJCOSX wB97M-V def2-TZVPD def2/J DEFGRID3
* xyz 0 1
C -0.82 -0.18 0.09
N -0.40 -1.42 -0.28
N 0.37 0.48 0.61
O -1.82 0.42 -0.10
O 0.75 1.25 -0.43
H 0.28 -1.96 0.38
H 1.65 1.41 -0.26
*
```



(3)
Molecular formula: C2H15NO5
Method: DFT, ωB97M-V/def2-TZVPD

Computed properties:
HOMO (alpha / beta) (eV): -13.9 / -13.9
E_LUMO (alpha / beta) (eV): -5.343 / -9.295
Gap between HOMO and LUMO (alpha / beta) (eV): 8.5 / 4.6
Largest force on an atom (hartree/bohr): 0.1115
Energy relative to the best compared isomer or geometry (same formula, charge and spin) (kcal/mol): 50.22

```
! RIJCOSX wB97M-V def2-TZVPD def2/J DEFGRID3
* xyz 1 2
C -0.65 -0.18 1.92
C -1.75 -2.30 2.05
N -0.73 -1.64 1.77
H -1.36 0.31 1.24
H 0.42 -0.02 1.65
H -0.86 0.04 2.95
H -1.50 -3.42 2.21
H -2.71 -2.00 2.36
H 0.29 -3.30 1.16
H 0.68 -4.00 -0.14
O 0.09 -4.06 0.62
H -0.80 3.05 -0.20
H -0.02 3.81 -1.27
O 0.08 3.37 -0.41
H 0.79 -0.14 -1.15
H 1.70 -1.02 -0.08
O 1.19 -0.96 -0.88
H -1.29 1.78 -3.02
H 0.30 1.65 -2.75
O -0.59 1.67 -2.38
H 1.66 2.57 -1.38
H 3.00 2.39 -2.00
O 2.07 2.40 -2.25
*
```



(4)
Molecular formula: C38H115N20O15
Method: DFT, ωB97M-V/def2-TZVPD

Computed properties:
HOMO (eV): -10.1
E_LUMO (eV): -1.675
Gap between HOMO and LUMO (eV): 8.4
Largest force on an atom (hartree/bohr): 0.1755

```
! RIJCOSX wB97M-V def2-TZVPD def2/J DEFGRID3
* xyz 1 1
O 0.43 -0.82 0.40
H 0.33 0.09 0.14
H -0.42 -1.25 0.25
H 1.11 -1.28 -0.09
C -0.86 0.97 -5.13
O -0.68 1.07 -4.01
N -1.20 1.95 -5.88
N -0.59 -0.03 -5.94
H -1.16 1.98 -6.89
H -1.56 2.76 -5.41
H -0.65 0.18 -6.93
H -0.57 -0.95 -5.53
C 1.59 -5.04 4.40
O 0.83 -5.08 5.32
N 2.82 -5.47 4.44
N 1.24 -4.45 3.31
H 3.10 -5.81 5.35
H 3.31 -5.44 3.56
H 1.80 -4.57 2.48
H 0.29 -4.11 3.21
C -5.32 -0.52 3.80
O -5.54 -1.72 3.61
N -4.30 0.12 3.46
N -6.17 0.28 4.26
H -3.42 -0.29 3.18
H -4.29 1.13 3.48
H -5.93 1.25 4.43
H -7.09 -0.14 4.32
C 3.82 -6.05 -1.36
O 2.94 -5.93 -0.53
N 4.67 -5.14 -1.71
N 4.04 -7.15 -1.94
H 4.74 -4.30 -1.16
H 5.49 -5.48 -2.20
H 4.56 -7.22 -2.80
H 3.47 -7.91 -1.60
C -3.73 -1.89 -3.46
O -3.27 -1.00 -2.75
N -3.53 -3.16 -3.32
N -4.26 -1.52 -4.59
H -2.96 -3.31 -2.50
H -3.69 -3.90 -3.99
H -4.21 -0.53 -4.78
H -4.53 -2.23 -5.26
C -0.32 -4.76 -1.31
O -1.47 -4.47 -1.67
N -0.04 -5.55 -0.29
N 0.80 -4.30 -1.79
H 0.95 -5.66 -0.08
H -0.72 -6.04 0.27
H 0.54 -3.52 -2.37
H 1.73 -4.56 -1.47
C 4.57 4.65 -1.68
C 4.18 3.62 -0.67
C 4.51 4.03 0.77
O 4.14 5.37 1.03
C 4.64 5.80 2.28
N 2.75 3.52 -0.86
H 5.66 4.71 -1.74
H 4.16 5.64 -1.48
H 4.19 4.26 -2.62
H 4.67 2.69 -0.97
H 5.57 3.81 0.93
H 3.99 3.45 1.54
H 4.25 6.82 2.40
H 5.73 5.76 2.35
H 4.22 5.22 3.09
H 2.40 4.36 -0.42
H 2.47 3.62 -1.82
C -3.84 -2.81 0.28
C -2.74 -1.85 0.69
C -2.19 -2.37 2.04
O -1.17 -1.46 2.47
C -0.98 -1.51 3.90
N -1.87 -1.75 -0.40
H -4.65 -2.68 0.99
H -3.60 -3.87 0.19
H -4.39 -2.84 -0.66
H -3.21 -0.89 0.88
H -1.75 -3.36 1.89
H -3.05 -2.31 2.70
H -1.86 -1.02 4.31
H -0.11 -0.93 4.21
H -0.77 -2.47 4.36
H -2.03 -2.64 -0.84
H -2.31 -1.13 -1.06
C -0.08 5.51 -2.67
C 0.84 5.01 -3.83
C 1.73 6.03 -4.46
O 0.86 6.83 -5.23
C 1.25 8.13 -5.56
N 1.50 3.79 -3.46
H -0.64 6.41 -2.89
H 0.51 5.81 -1.81
H -0.80 4.72 -2.42
H 0.25 4.55 -4.62
H 2.54 5.72 -5.11
H 2.18 6.57 -3.62
H 1.66 8.70 -4.72
H 0.36 8.62 -5.95
H 1.99 8.07 -6.36
H 0.79 3.12 -3.20
H 1.82 3.40 -4.33
C -5.81 0.44 0.09
C -7.21 -0.09 -0.03
C -7.66 -0.48 -1.53
O -7.84 0.83 -2.12
C -8.48 0.77 -3.41
N -7.18 -1.37 0.64
H -5.09 -0.14 -0.48
H -5.55 0.67 1.12
H -5.95 1.32 -0.53
H -7.95 0.54 0.46
H -8.51 -1.15 -1.44
H -6.84 -1.01 -2.03
H -8.80 -0.26 -3.57
H -7.78 1.00 -4.22
H -9.21 1.57 -3.53
H -6.73 -1.34 1.55
H -8.09 -1.68 0.95
C -1.17 2.68 5.00
C -1.63 1.97 6.26
C -0.50 1.35 7.00
O 0.26 0.49 6.13
C 1.56 0.11 6.73
N -2.31 3.00 7.08
H -0.61 1.97 4.40
H -0.45 3.48 5.20
H -2.04 2.99 4.42
H -2.38 1.26 5.91
H -0.97 0.72 7.75
H 0.05 2.08 7.59
H 2.25 0.95 6.78
H 2.21 -0.53 6.15
H 1.43 -0.36 7.71
H -1.71 3.79 7.27
H -2.46 2.62 8.01
C -1.88 1.74 1.01
C -0.52 2.44 0.45
C 0.38 2.71 1.65
O 0.80 1.45 2.22
C 1.67 1.53 3.41
N 0.22 1.73 -0.50
H -1.70 1.07 1.85
H -2.41 1.13 0.27
H -2.65 2.33 1.51
H -0.92 3.35 -0.01
H -0.26 3.29 2.31
H 1.26 3.27 1.33
H 1.56 2.43 4.02
H 2.66 1.51 2.95
H 1.52 0.54 3.84
H -0.22 1.69 -1.41
H 1.06 2.28 -0.61
C 3.62 -2.06 3.11
C 3.47 -2.61 1.63
C 4.55 -2.07 0.75
O 4.74 -2.76 -0.51
C 5.69 -2.05 -1.34
N 3.47 -4.05 1.63
H 4.37 -1.29 3.28
H 3.92 -2.89 3.76
H 2.72 -1.59 3.49
H 2.49 -2.23 1.36
H 5.47 -2.27 1.29
H 4.54 -0.99 0.62
H 5.68 -2.50 -2.33
H 6.64 -2.27 -0.85
H 5.39 -1.00 -1.32
H 4.43 -4.36 1.58
H 3.16 -4.25 0.69
C 2.86 0.38 -2.03
C 1.97 -0.76 -2.41
C 2.27 -1.26 -3.82
O 1.32 -2.34 -4.00
C 1.54 -2.98 -5.25
N 2.19 -1.76 -1.38
H 3.86 0.28 -2.45
H 3.06 0.62 -0.99
H 2.57 1.35 -2.45
H 0.95 -0.37 -2.43
H 3.22 -1.80 -3.77
H 2.22 -0.44 -4.54
H 2.56 -3.36 -5.32
H 1.30 -2.24 -6.01
H 0.87 -3.83 -5.36
H 3.18 -1.90 -1.27
H 1.83 -2.65 -1.71
*
```



Q: Look up the largest force on an atom of the first one.
A: 0.0104 hartree/bohr



Q: Number 1 is which compound?
A: C43H45As2NO3Zn